(1)
Below is CH6N2O2SSi in the gas phase at a distorted geometry, with properties calculated with the ωB97M-V functional and the def2-TZVPD basis.

The geometry in ORCA input format:
```
! wB97M-V def2-TZVPD RIJCOSX def2/J DEFGRID3
* xyz 0 1
C -0.999 -0.443 -1.028
N 0.294 -0.091 1.105
N -0.161 -1.037 -1.902
O -2.222 -2.626 -0.839
O -1.025 0.963 -0.921
Si 0.315 1.346 0.205
S -2.240 -1.300 -0.257
H -0.462 -0.870 0.743
H -0.270 -1.991 -2.170
H 0.145 -0.440 -2.679
H 0.357 0.143 1.987
H -0.110 2.707 0.454
H 1.715 1.444 -0.274
*
```

Values from the calculation:
gap between HOMO and LUMO: 8.50 eV
energy relative to the best compared isomer or geometry (same formula, charge and spin): 198.95 kJ/mol

***

(2)
Below is C44H40N2O6S2SbTi as an isolated structure at a distorted geometry, with properties calculated with the ωB97M-V functional and the def2-TZVPD basis.

The geometry in ORCA input format:
```
! wB97M-V def2-TZVPD RIJCOSX def2/J DEFGRID3
* xyz -1 1
Ti -1.020 -0.219 1.338
C -2.236 2.009 -3.247
C -2.686 1.505 -1.904
C -2.339 2.160 -0.737
C -2.823 1.735 0.509
C -2.526 2.556 1.740
C -3.636 0.606 0.567
C -3.956 -0.106 -0.600
C -4.737 -1.383 -0.532
C -3.488 0.364 -1.813
H -1.512 2.816 -3.143
H -3.087 2.388 -3.818
H -1.776 1.211 -3.834
H -1.703 3.040 -0.783
H -1.468 2.524 2.023
H -3.097 2.214 2.599
H -2.767 3.604 1.551
H -4.048 0.289 1.519
H -4.045 -2.212 -0.365
H -5.274 -1.564 -1.465
H -5.450 -1.378 0.293
H -3.738 -0.178 -2.720
O -1.262 -3.726 -0.590
C -0.932 -2.796 0.115
O -1.402 -1.557 -0.031
C 0.118 -2.824 1.166
C 0.938 -3.850 1.587
C 2.008 -3.577 2.437
C 2.291 -2.244 2.775
C 1.443 -1.253 2.349
N 0.321 -1.566 1.649
C 1.576 0.234 2.464
O 2.569 0.809 2.847
O 0.495 0.845 1.974
H 0.752 -4.853 1.224
H 2.647 -4.374 2.789
H 3.172 -1.980 3.344
O -1.895 1.605 4.687
S -1.445 0.241 4.644
O -0.049 -0.022 4.844
N -2.024 -0.499 3.255
C -2.741 -1.598 3.545
S -3.404 -2.650 2.457
C -2.966 -1.769 5.022
C -3.690 -2.759 5.668
C -3.771 -2.706 7.052
C -3.145 -1.690 7.774
C -2.415 -0.703 7.128
C -2.352 -0.778 5.749
H -4.169 -3.537 5.089
H -4.329 -3.467 7.584
H -3.227 -1.676 8.854
H -1.918 0.088 7.674
C 1.669 3.395 0.248
C 1.496 3.647 -1.225
C 1.524 4.952 -1.712
C 1.344 5.225 -3.060
C 1.126 4.184 -3.948
C 1.104 2.878 -3.476
C 1.299 2.590 -2.128
Sb 1.155 0.581 -1.373
C 0.805 -0.476 -3.206
C -0.407 -1.174 -3.191
C -0.801 -1.964 -4.261
C 0.028 -2.069 -5.367
C 1.242 -1.400 -5.382
C 1.657 -0.609 -4.311
C 3.026 0.019 -4.389
C 3.267 0.238 -1.170
C 4.167 1.299 -1.152
C 5.526 1.087 -0.969
C 5.998 -0.206 -0.804
C 5.110 -1.269 -0.826
C 3.743 -1.069 -1.005
C 2.812 -2.248 -1.027
H 1.760 4.330 0.800
H 2.555 2.793 0.471
H 0.830 2.835 0.667
H 1.683 5.767 -1.014
H 1.366 6.250 -3.413
H 0.969 4.382 -5.002
H 0.910 2.074 -4.175
H -1.050 -1.117 -2.317
H -1.738 -2.504 -4.212
H -0.259 -2.683 -6.212
H 1.897 -1.499 -6.242
H 3.189 0.458 -5.375
H 3.800 -0.737 -4.228
H 3.179 0.794 -3.644
H 3.810 2.313 -1.295
H 6.208 1.928 -0.950
H 7.055 -0.388 -0.653
H 5.476 -2.281 -0.694
H 3.328 -3.166 -0.746
H 2.368 -2.394 -2.015
H 1.988 -2.114 -0.322
*
```

Values from the calculation:
gap between HOMO and LUMO (alpha / beta): 5.13 / 5.15 eV
energy relative to the best compared isomer or geometry (same formula, charge and spin): 0.00 kJ/mol

***

(3)
Below is a 2-piece molecular cluster, C4H11NO2 overall at a distorted geometry, with properties calculated with the ωB97M-V functional and the def2-TZVPD basis.

The geometry in ORCA input format:
```
! wB97M-V def2-TZVPD RIJCOSX def2/J DEFGRID3
* xyz 0 1
C -1.331 1.983 -1.319
C -0.432 1.024 -0.575
N 0.761 0.669 -1.436
C 1.312 -0.645 -1.084
C 1.619 -0.784 0.396
O 1.925 -1.858 0.842
H -1.750 1.419 -2.143
H -2.058 2.458 -0.664
H -0.779 2.805 -1.769
H 0.112 1.485 0.238
H -1.007 0.154 -0.236
H 0.288 0.553 -2.330
H 2.249 -0.818 -1.617
H 0.602 -1.443 -1.340
H 1.692 0.165 0.958
O -1.103 -2.003 4.138
H -0.749 -2.369 3.319
H -1.350 -2.797 4.623
*
```

Values from the calculation:
gap between HOMO and LUMO: 10.45 eV
energy relative to the best compared isomer or geometry (same formula, charge and spin): 183.47 kJ/mol

***

Energy (Eh)
-989.331761; -4147.948218; -364.198294